Computed, not measured: a molecular structure, C11H19Cl3O2Ru, with ωB97M-V with the def2-TZVPD basis set.

Atoms and positions in Å:
C 0.1967 -1.6053 -0.6825
C 1.2016 -0.7588 -1.1952
C 0.6625 0.5798 -1.3124
C 2.5560 -1.1953 -1.5884
C -0.6976 0.5541 -0.8038
C -0.9586 -0.8276 -0.4398
C -2.1986 -1.2797 0.1875
C 0.3085 -3.0687 -0.4469
C 1.2498 1.6453 -2.1598
C -1.7207 1.5654 -1.1413
Ru 0.6221 0.9500 0.8397
Cl 3.0700 1.3534 0.6711
Cl 1.1945 -0.8300 2.2198
Cl 0.4606 3.2675 0.6977
H 2.9387 -1.9382 -0.8807
H 3.2628 -0.3706 -1.5863
H 2.5795 -1.6511 -2.5835
H 2.3126 1.7797 -1.9416
H 0.7771 2.6007 -1.9391
H 1.1345 1.4252 -3.2284
H -1.3147 2.5588 -0.9538
H -2.5874 1.4354 -0.4937
H -2.0406 1.4808 -2.1884
H -3.0577 -0.6159 0.1988
H -1.5458 -0.0105 2.0350
H -2.4074 -2.3483 0.1061
H 1.3096 -3.3217 -0.0807
H 0.1222 -3.6528 -1.3611
H -0.4280 -3.3772 0.3044
O -1.7171 -1.1545 1.8029
H -2.4449 -1.5545 2.3426
C -0.5359 1.6895 3.2016
O -1.1101 1.1275 2.0342
H -1.0107 2.6678 3.3142
H 0.5371 1.7921 2.9532
H -0.7206 1.0878 4.0984

As for the charge: -2. Its expectation value of S² is 6.03. The spin multiplicity is 5. The HOMO-LUMO gap (alpha / beta) is 4.0 / 4.4 eV. The energy relative to the best compared isomer or geometry (same formula, charge and spin) comes out at 14.5 kcal per mole.